(1)
A molecular structure, C42H46N5O2PSTa, computed with the ωB97M-V functional and the def2-TZVPD basis.

Each line ends with the Löwdin charge.
Positions of all 98 atoms, in Å:
H  -2.25252  0.56113  3.79838  0.106
C  -4.54875  0.75270  1.83407  -0.023
C  1.22133  -0.14043  2.30083  -0.311
H  -1.26767  1.10909  2.45038  -0.003
H  1.72520  3.03523  1.00151  0.085
N  1.81407  -1.83447  -2.73338  0.149
H  -0.90166  -1.26690  -2.68546  0.075
H  2.28980  -0.17205  2.54141  0.070
H  -1.70443  -3.95206  -3.08093  0.131
C  -1.67782  -1.51829  -1.96382  -0.052
C  2.22855  -0.07815  -4.26675  0.040
H  -1.47256  -3.42165  5.62412  0.126
C  0.98433  -1.37725  4.48361  -0.012
C  -1.07680  3.26099  -2.24790  -0.088
C  -1.64308  2.34611  -1.36542  -0.529
H  5.46589  3.00963  2.84985  0.107
C  -3.15631  3.29178  -3.45860  -0.098
H  2.66399  4.13603  3.43039  0.097
H  -3.55070  -2.34644  -0.20498  0.106
H  2.57569  1.57589  -5.56869  0.143
H  5.12851  4.38584  0.62432  0.107
H  4.74758  2.87833  -0.15904  0.080
Ta  0.85157  -0.00785  0.14188  1.467
C  -3.22286  0.33168  1.89388  -0.275
C  -1.14749  -2.91984  0.09438  -0.326
C  -1.23830  -5.24193  -1.43446  -0.034
H  -1.42205  4.39207  -4.04187  0.140
C  -0.91596  -2.79622  4.93957  -0.031
N  1.80806  -1.94066  -0.36756  -0.027
H  0.93120  0.88211  2.59821  0.072
C  -0.65433  -1.77424  2.78336  -0.349
H  -2.61046  -1.54724  -2.53035  0.114
C  1.77805  1.72464  -2.30458  -0.174
P  -1.16396  -1.40941  1.11298  1.039
H  1.89071  -0.89287  4.82836  0.127
C  -2.28734  1.05524  2.82501  -0.050
C  4.30694  3.70241  0.41213  -0.033
H  3.31947  0.75373  1.11229  0.094
C  -1.46115  -4.00717  -2.02528  -0.025
H  1.94304  -2.39584  -3.56134  0.159
H  2.82648  -5.68094  -0.65103  0.143
C  -3.86468  3.74228  -4.71591  -0.477
N  2.41132  2.45175  1.47195  -0.036
C  2.30092  -3.89376  -1.68559  0.035
H  2.38846  -4.32590  -2.67417  0.141
H  1.99130  -2.22926  1.69906  0.088
C  3.65282  3.24844  1.71736  -0.618
H  2.47869  5.06613  1.93001  0.093
H  -2.63051  2.07631  2.98516  0.099
H  -1.79305  -0.68810  -1.25733  0.014
C  2.55051  -4.63797  -0.56426  0.021
C  4.61104  2.40460  2.54969  -0.028
H  -0.71879  -4.23742  1.74526  0.105
C  -1.38913  -2.57597  3.65795  -0.059
O  -3.24724  3.88945  -5.72644  0.165
O  -5.18795  3.92689  -4.66070  0.162
C  -2.96895  1.95251  -1.46230  -0.070
H  -0.79722  -6.28215  0.39375  0.124
H  -1.30035  -6.14361  -2.02993  0.125
H  0.65074  -2.37937  6.34518  0.127
C  2.09750  2.18539  -3.54505  -0.008
H  2.15980  3.24927  -3.72425  0.136
C  -3.72455  2.43786  -2.52223  0.018
C  -5.13095  -1.02213  0.32087  -0.042
C  -3.81790  -1.45819  0.35014  -0.077
C  3.16752  4.45228  2.51671  -0.022
H  -5.86733  -1.56060  -0.26095  0.123
H  -5.52564  3.93038  -3.75933  0.118
H  -2.32648  -3.01995  3.34207  0.128
C  -1.83748  3.71292  -3.30898  0.025
C  -2.85798  -0.78259  1.11420  -0.314
H  2.41632  -0.83483  -5.01771  0.139
N  1.65806  0.39756  -1.97608  -0.026
H  2.68235  -4.54267  1.60472  0.138
C  1.90707  -0.47607  -2.96318  -0.269
H  1.58029  2.42523  -1.50557  0.062
H  3.12992  1.60278  -0.24996  0.080
H  4.12371  2.03845  3.45438  0.095
H  -0.06708  3.62570  -2.11309  0.096
H  -3.41524  1.29541  -0.72760  0.092
C  0.51123  -1.13310  3.19765  -0.334
H  5.03004  1.55883  1.99266  0.081
C  0.27873  -2.20767  5.34340  -0.018
H  4.01358  5.08148  2.78960  0.106
C  -0.92171  -4.16530  0.68609  -0.068
C  2.46918  -4.01398  0.68696  -0.007
H  -4.75318  2.11164  -2.62234  0.134
C  -0.95909  -5.32130  -0.07658  -0.047
C  2.32205  1.25454  -4.56679  0.025
C  2.09585  -2.70869  0.74152  -0.109
S  -0.63561  1.72651  -0.02821  0.761
H  -4.84852  1.60973  2.42508  0.130
N  2.63889  1.31820  0.60299  -0.103
C  -5.49276  0.09463  1.06086  -0.032
C  -1.40718  -2.83381  -1.27961  -0.308
H  3.59510  4.24184  -0.22037  0.090
H  -6.51758  0.44329  1.05436  0.126
C  1.96691  -2.54063  -1.56459  -0.265

Properties
HOMO-LUMO gap	6.584	eV
highest occupied orbital energy	-0.6014	Eh
net charge	+3
E_LUMO	-9.78	eV


(2)
A molecular structure, C42H46N6O2P2W, computed with the ωB97M-V functional and the def2-TZVPD basis.

Each line ends with the Löwdin charge.
Positions of all 99 atoms, in Å:
C  -6.70342  -3.27546  5.41839  -0.067
H  4.56363  2.30390  -4.87346  0.099
C  1.52154  0.95798  -4.97787  -0.068
C  1.92977  0.79318  -3.66645  -0.155
W  -1.37310  -0.94652  1.15607  1.802
N  5.60117  0.46795  -2.45079  -0.249
N  3.82289  5.54149  0.20503  -0.171
H  0.61569  -2.27534  -0.06622  0.134
C  0.13335  5.57182  -1.05512  -0.138
H  -3.06920  -9.82505  2.69771  0.111
H  -3.41463  -1.83838  -1.67664  0.121
C  3.60584  4.14673  -2.16352  -0.399
H  2.89745  3.95242  -2.98504  0.091
C  -7.09326  -4.08459  4.34009  -0.051
P  2.61124  4.34043  -0.60903  1.135
N  -4.33663  -4.01248  1.18378  0.163
H  5.78151  0.77340  -4.58516  0.077
H  6.20392  -0.11661  -0.46850  0.088
C  -1.06820  1.04136  0.57228  -0.324
H  0.15439  1.84491  -1.03000  0.116
H  -3.23597  -0.37356  3.07902  0.038
O  -1.46145  -3.94054  3.07393  0.110
H  4.10582  5.09885  -2.39110  0.063
O  -4.55764  -1.76241  0.51282  0.082
H  0.56889  8.46167  -2.63940  0.111
H  5.32852  3.10124  -3.00016  0.082
H  -7.44423  -3.01479  6.17819  0.112
H  -1.94687  0.73179  -2.08016  0.118
H  3.92527  4.65283  2.16175  0.135
C  -4.08614  -6.71992  3.67498  -0.008
H  -1.85171  0.78284  3.16746  0.017
C  -1.48031  -2.09882  -0.75707  -0.186
H  8.35120  -0.02940  -4.27136  0.103
H  0.55267  0.67381  -5.36741  0.100
H  -1.48162  6.95512  -1.66173  0.106
C  0.64282  7.48375  -2.17985  -0.049
H  1.05922  1.20346  0.30251  0.104
N  -2.66097  -2.60016  1.61236  -0.012
P  4.02758  1.31460  -1.92455  1.096
C  -5.38239  -2.83826  5.53440  -0.059
C  -3.67825  -5.99260  2.54023  -0.153
C  -3.82330  -4.47699  2.45864  -0.286
C  -2.15140  -0.25405  2.98263  -0.245
C  -3.91244  -8.11119  3.70673  -0.055
H  -1.07573  1.76215  1.39535  0.113
H  -1.62124  -0.94250  3.66105  0.023
H  5.66840  6.70276  2.72784  0.131
C  7.59238  0.04350  -3.49926  -0.072
H  1.42193  0.38823  -2.82294  0.029
C  -3.14159  -6.64902  1.43791  -0.035
C  -2.92173  -8.03181  1.48501  -0.061
H  -3.26462  0.90800  0.53042  0.140
C  4.26466  5.46094  1.53043  -0.002
C  5.24023  7.29171  0.60255  0.033
H  -5.07509  -2.22279  6.37928  0.109
H  -4.25133  -8.67449  4.58433  0.115
H  -1.61320  -3.18179  -0.70997  0.132
C  -2.35192  0.52773  0.05270  -0.262
H  5.36094  3.20203  -1.23909  0.076
C  7.73818  -0.27654  -2.11002  -0.088
H  -0.13208  -0.21119  -2.06207  0.101
C  -6.14961  -4.44218  3.37584  -0.036
N  3.24027  1.26019  -3.51279  -0.268
H  -6.44271  -5.09938  2.54714  0.131
C  4.69102  3.04303  -2.10198  -0.408
C  -3.92436  -2.67915  1.02650  -0.519
C  0.32502  -0.31210  -1.06654  -0.236
H  -3.60553  0.38438  -1.66233  0.135
C  4.48587  6.62956  -0.36472  -0.018
C  -3.28475  -8.75594  2.63313  -0.068
C  -2.49253  -3.68649  2.46174  -0.384
H  -2.90898  -6.07749  0.53808  0.110
C  5.14169  6.51690  1.79891  0.026
C  2.61609  1.55691  -5.67531  -0.058
H  -5.29605  -4.17888  0.88844  0.160
H  -3.37454  -2.91639  4.69524  0.113
C  3.62239  1.79021  -4.74720  -0.159
C  6.28100  0.48947  -3.67409  -0.149
C  6.51857  -0.00068  -1.49530  -0.173
H  5.78829  8.21388  0.45168  0.133
H  -8.11544  -4.45979  4.24881  0.116
C  -0.42962  6.70235  -1.63843  -0.064
C  -2.56118  0.12223  -1.39736  -0.168
C  -4.42159  -3.21135  4.58183  -0.019
H  2.81161  7.00310  -2.30602  0.081
H  4.43604  6.85001  -1.41785  0.109
C  1.81796  6.77030  -1.96187  -0.142
H  -2.08441  -1.50250  -2.76107  0.150
H  8.63333  -0.65651  -1.62947  0.099
C  0.15457  1.00625  -0.29848  -0.216
H  1.40824  -0.45642  -1.21323  0.099
H  -0.30992  4.73516  -0.53654  0.089
N  1.53132  5.61746  -1.21879  -0.290
C  -4.82143  -4.00151  3.51066  -0.188
H  -2.45422  -8.52803  0.63322  0.108
H  -4.56606  -6.22567  4.52710  0.123
C  -2.39977  -1.38872  -1.70145  -0.165
H  2.66359  1.76865  -6.73295  0.106
C  -0.15361  -1.58612  -0.42647  -0.284

Properties
HOMO-LUMO gap (spin up / spin down)	4.978 / 3.142	eV
highest occupied orbital energy (spin up / spin down)	-0.4429 / -0.4429	Eh
⟨S²⟩	2.0336
net charge	+2
2S+1	3
E_LUMO (spin up / spin down)	-7.07 / -8.91	eV


Number 1: calculated total energy -77499.4954 eV. Number 2: calculated total energy -77717.3963 eV.